Entry 1:
{"formula": "C9H12NS", "method": "ωB97M-V/def2-TZVPD", "elements": ["C", "C", "C", "C", "C", "C", "C", "C", "C", "N", "S", "H", "H", "H", "H", "H", "H", "H", "H", "H", "H", "H", "H"], "xyz": [[2.126, 1.284, 0.716], [2.166, 0.014, 1.284], [1.011, 1.686, 0.084], [1.112, -0.809, 1.253], [-0.204, 0.705, -0.099], [-0.405, 0.405, -1.603], [0.761, 0.098, -2.480], [-2.580, -0.969, 0.724], [-1.103, -1.207, 1.124], [-0.157, -0.465, 0.748], [0.787, -1.298, -3.370], [2.824, 2.024, 0.988], [3.067, -0.276, 1.681], [0.916, 2.739, -0.385], [1.020, -1.798, 1.619], [-1.127, 1.200, 0.125], [-0.917, 1.242, -1.974], [-1.238, -0.405, -1.579], [1.630, 0.881, -2.439], [-2.824, 0.001, 0.393], [-2.777, -1.639, -0.107], [-3.217, -1.396, 1.540], [-0.872, -2.015, 1.757]], "forces_ev_per_angstrom": [[-2.3818, 2.3484, -0.8405], [-1.9400, -1.6454, -0.4326], [-0.7921, 0.4408, -0.4016], [1.0548, -0.0941, 0.1749], [1.0115, 2.1722, -1.3345], [-1.4173, -2.5164, 1.0238], [1.2368, -1.0818, -0.4738], [1.3999, -2.5511, 1.4030], [-4.2611, 1.2226, -1.3437], [2.2391, 0.6503, 0.1221], [0.3129, 1.9902, 1.0126], [1.2228, 0.5169, -0.1554], [1.7990, -1.1138, 1.1136], [-0.0481, -1.9959, 0.9243], [0.9697, -0.7280, 0.6036], [-0.3346, 0.6015, 0.5596], [-0.5475, 1.4921, -0.6799], [1.6316, 0.9300, -0.6820], [-1.5744, -1.5529, -0.3297], [-0.2416, 1.2127, 0.0338], [-0.0016, -0.2274, -0.3504], [0.4272, 0.8526, -0.5695], [0.2348, -0.9235, 0.6221]], "lumo_energy_ev": -4.7237, "relative_energy_ev": 2.306, "charge": 1, "smiles": "C/C=[N+]1/C=CC=C[C@H]1CC=S", "total_energy_ev": -21843.27244, "e_homo_ev": -12.00, "homo_lumo_gap_ev": 7.28}

---

Entry 2:
{"formula": "C29H42B2Br2F25NO8Si2", "method": "ωB97M-V/def2-TZVPD", "elements": ["C", "C", "O", "C", "O", "C", "C", "C", "Si", "C", "O", "Si", "B", "C", "O", "B", "N", "O", "C", "Br", "C", "C", "Br", "C", "F", "C", "C", "H", "H", "H", "H", "H", "H", "H", "H", "H", "H", "H", "H", "H", "H", "H", "H", "H", "H", "H", "H", "H", "H", "H", "H", "H", "H", "H", "H", "H", "H", "C", "C", "C", "F", "F", "F", "F", "O", "C", "C", "F", "F", "F", "F", "H", "H", "H", "H", "C", "C", "C", "F", "F", "F", "F", "O", "C", "C", "F", "F", "F", "F", "H", "H", "H", "H", "C", "C", "C", "F", "F", "F", "F", "O", "C", "C", "F", "F", "F", "F", "H", "H", "H", "H"], "xyz": [[5.523, -0.710, 0.674], [5.272, -0.125, 2.143], [4.639, -1.049, 3.069], [3.341, -1.433, 2.647], [3.229, -2.591, 2.162], [2.020, -0.559, 2.780], [1.968, 0.729, 1.817], [0.554, 0.923, 1.071], [0.372, -0.204, -0.506], [2.056, -1.004, -0.893], [-0.422, 0.574, -1.821], [0.634, 1.460, -2.861], [-0.498, 2.865, -3.684], [-2.140, 2.816, -3.573], [0.039, 4.012, -4.386], [2.091, 2.402, -1.983], [1.837, 3.674, -1.216], [3.497, 2.013, -2.025], [1.142, 0.302, -4.300], [0.418, -1.577, -4.307], [1.959, 0.626, -5.403], [2.280, -0.495, -6.522], [2.694, 2.441, -5.588], [-0.832, -1.629, 0.061], [-1.805, -1.189, 1.036], [-0.080, -2.971, 0.493], [0.296, -3.867, -0.809], [6.602, -1.087, 0.592], [5.466, 0.186, -0.051], [4.782, -1.502, 0.340], [6.311, 0.100, 2.585], [4.715, 0.876, 2.159], [1.968, -0.187, 3.870], [1.089, -1.219, 2.651], [2.867, 0.748, 1.122], [2.086, 1.646, 2.507], [-0.247, 0.646, 1.856], [0.371, 2.026, 0.835], [2.152, -1.488, -1.917], [2.369, -1.812, -0.131], [2.902, -0.219, -0.834], [-2.532, 2.671, -4.644], [-2.528, 3.844, -3.220], [-2.456, 1.964, -2.888], [0.514, 4.611, -3.768], [1.081, 3.550, -0.531], [2.680, 3.966, -0.704], [3.596, 1.252, -2.636], [3.119, -0.088, -7.171], [1.338, -0.738, -7.137], [2.687, -1.452, -6.029], [-1.432, -1.890, -0.892], [-0.798, -3.612, 1.108], [0.845, -2.790, 1.144], [-0.347, -3.545, -1.706], [0.211, -4.976, -0.579], [1.380, -3.666, -1.141], [-4.002, 5.214, 1.980], [-3.184, 4.643, 0.803], [-2.028, 3.716, 1.184], [-1.093, 4.328, 1.935], [-1.386, 3.272, 0.072], [-2.756, 5.663, 0.023], [-4.051, 3.922, 0.033], [-3.677, 6.539, 2.428], [-2.616, 6.670, 3.349], [-1.439, 7.473, 2.781], [-0.941, 6.907, 1.662], [-0.424, 7.533, 3.676], [-2.254, 5.455, 3.797], [-3.129, 7.324, 4.415], [-5.028, 5.310, 1.614], [-4.071, 4.512, 2.814], [-2.390, 2.839, 1.728], [-1.747, 8.492, 2.537], [-2.883, -6.381, -5.904], [-2.150, -6.792, -7.199], [-1.164, -7.955, -7.078], [-0.151, -7.695, -6.232], [-0.594, -8.217, -8.282], [-1.553, -5.701, -7.732], [-3.114, -7.166, -8.093], [-2.352, -5.264, -5.175], [-1.301, -5.515, -4.268], [0.003, -4.813, -4.669], [0.419, -5.196, -5.893], [1.001, -5.116, -3.804], [-1.154, -6.842, -4.099], [-1.720, -5.034, -3.075], [-3.874, -6.039, -6.217], [-3.081, -7.233, -5.249], [-1.668, -8.866, -6.744], [-0.126, -3.725, -4.682], [-1.108, -0.670, 6.155], [-0.186, -0.735, 7.392], [-0.844, -0.448, 8.742], [-1.359, 0.792, 8.819], [0.071, -0.541, 9.741], [0.881, 0.074, 7.188], [0.313, -2.006, 7.442], [-1.099, 0.546, 5.392], [-1.935, 1.598, 5.825], [-1.144, 2.838, 6.258], [-0.286, 2.561, 7.261], [-1.976, 3.807, 6.710], [-2.772, 1.149, 6.777], [-2.714, 1.914, 4.763], [-0.723, -1.418, 5.456], [-2.126, -1.001, 6.377], [-1.640, -1.167, 8.954], [-0.567, 3.240, 5.421]], "forces_ev_per_angstrom": [[0.3863, 0.9935, -0.1995], [1.2454, 0.8802, -0.2086], [-1.9074, 0.4546, -1.0379], [-0.5429, -3.7872, -1.6067], [0.3489, 3.9427, 1.7190], [0.3101, 0.5757, 0.9873], [-0.0636, 0.9852, 0.7209], [0.2891, 0.1670, 0.7841], [-1.1796, -0.3856, 0.9350], [1.7641, -0.0495, -0.2796], [2.5260, -0.0079, 0.5952], [-2.0726, -1.2854, -0.4109], [-1.6535, 2.3205, -1.0416], [0.6249, 0.0262, -0.3600], [-0.5962, -0.8262, 1.7680], [3.4974, 1.5594, 1.9532], [0.4961, -2.4163, -0.1675], [-2.4722, 0.0622, -0.7193], [1.9725, 0.3334, -2.3867], [0.5719, 2.0201, 0.2422], [-1.7104, -2.5054, 1.2921], [0.6166, 0.9916, 0.3568], [-0.5330, -1.6237, 0.1860], [-0.0756, -1.0892, -1.3454], [1.1133, -0.4092, -0.6589], [-0.4943, -0.6388, -0.0437], [0.7295, 1.0112, -0.0200], [-1.7296, 0.2366, 0.1854], [-0.0405, -1.3770, 0.9856], [0.9709, 0.9939, 0.5887], [-1.7269, -0.4382, -0.4452], [0.6340, -1.4755, -0.2510], [0.1551, -0.5214, -1.5837], [1.7221, 0.7289, -0.0856], [-1.3354, -0.0714, 0.6551], [0.0060, -1.3363, -1.0817], [0.9946, 0.3175, -1.3581], [0.4650, -1.5509, 0.3080], [-0.3241, 0.6146, 1.1911], [-0.7635, 1.2705, -0.9946], [-1.3066, -1.0871, -0.1441], [0.3428, 0.0803, 1.4938], [0.5491, -1.6164, -0.4284], [0.0554, 1.1910, -0.9636], [-0.0016, -0.7181, -0.6878], [0.1181, 0.4853, -0.6133], [-0.4556, -0.0389, -0.3815], [0.0542, 0.6615, 0.5048], [-1.2528, -0.5234, 0.5673], [1.5145, 0.4456, 0.9773], [-0.8389, 1.5439, -0.6168], [0.5941, 0.3206, 1.5318], [0.7887, 1.0510, -0.6832], [-1.2965, -0.2308, -0.9818], [0.7708, -0.7794, 1.4472], [-0.0726, 1.4733, -0.4201], [-1.6080, -0.3813, 0.5753], [-0.8144, 0.2353, 0.2739], [-0.2770, 0.9027, -0.1639], [0.2710, -0.7514, -0.1076], [0.0127, 0.1157, -0.0497], [-0.2819, 0.1838, -0.3204], [0.2244, -0.1904, 0.1321], [0.2252, -0.2735, 0.3558], [1.4105, -0.4735, 0.0964], [-1.7092, -0.6818, -0.0708], [0.4819, 0.5313, -0.2682], [-0.2452, -0.0887, 0.0845], [-0.3203, -0.1528, 0.1889], [0.3999, 0.2658, 0.1968], [0.4131, 0.2459, -0.2389], [0.2338, 0.0892, -0.1604], [0.3107, 0.0166, -0.1114], [-0.1642, 0.0503, 0.0030], [-0.1918, -0.0632, 0.1083], [-0.7090, 0.3113, 0.3025], [-0.0785, 0.9628, 0.1205], [0.3597, -0.6948, -0.4320], [-0.0872, 0.1471, 0.0362], [-0.2990, 0.1781, -0.0749], [0.1486, -0.2501, 0.0789], [0.1254, -0.3770, 0.2531], [1.2815, -0.6978, -0.0160], [-1.7117, -0.4272, -0.2599], [0.5162, 0.3599, -0.1760], [-0.2604, -0.0093, 0.0621], [-0.3569, -0.1075, 0.1747], [0.4255, 0.1764, 0.1628], [0.3677, 0.2263, -0.1870], [0.2465, 0.0927, -0.1304], [0.3273, -0.0080, -0.1129], [-0.1656, 0.0878, 0.0293], [-0.3056, -0.5516, 0.0149], [-0.1364, -0.3629, -0.7384], [0.4065, 0.4001, -0.7484], [0.0326, -0.2005, 0.8962], [0.0370, 0.0237, -0.1833], [0.1316, -0.1799, -0.2857], [-0.1823, 0.0427, 0.2096], [-0.4138, 0.0366, 0.2255], [-0.2914, 0.7822, 1.1796], [-0.0775, -1.7643, -0.5106], [0.4609, 0.7067, 0.1041], [-0.1097, -0.2387, -0.1789], [-0.2537, -0.3017, -0.2157], [-0.0113, 0.5111, 0.0051], [0.2654, 0.4121, 0.0675], [0.1635, 0.1902, 0.1202], [0.1128, 0.2196, 0.2304], [0.0112, -0.0820, -0.1744], [-0.1227, -0.1430, -0.1410]], "lumo_energy_ev": -0.0720, "total_energy_ev": -273756.40383, "e_homo_ev": -8.86, "homo_lumo_gap_ev": 8.79}

---

Entry 3:
{"formula": "C2H5N3S2", "method": "ωB97M-V/def2-TZVPD", "elements": ["C", "C", "N", "N", "N", "S", "S", "H", "H", "H", "H", "H"], "xyz": [[-1.260, 0.804, -1.074], [-1.161, 1.474, 0.221], [-1.606, -0.432, -0.964], [-1.647, 0.696, 1.184], [1.522, -0.615, 0.360], [2.745, -1.804, -0.002], [-2.022, -0.773, 0.580], [-1.078, 1.196, -1.998], [-0.782, 2.520, 0.455], [2.039, -2.976, 0.178], [1.645, 0.218, -0.246], [1.605, -0.309, 1.306]], "forces_ev_per_angstrom": [[0.4304, 0.0986, 3.3909], [-0.8015, -0.1223, 0.0884], [-1.1652, -1.3657, -0.3646], [0.7850, 0.6889, 0.0957], [0.2605, 0.0514, -1.0697], [-0.4126, -0.1127, 0.2683], [0.7384, 1.1945, -0.6147], [0.7210, 1.0658, -2.2262], [-0.7117, -1.5643, -0.4053], [0.0837, 0.9630, -0.1931], [-0.0758, -1.0555, 0.3921], [0.1480, 0.1582, 0.6380]], "lumo_energy_ev": 0.4000, "relative_energy_ev": 2.118, "total_energy_ev": -28294.54990, "e_homo_ev": -9.05, "homo_lumo_gap_ev": 9.45}

---

Entry 4:
{"formula": "C30H59IN4O7P3S", "method": "ωB97M-V/def2-TZVPD", "elements": ["C", "C", "O", "C", "C", "O", "C", "C", "N", "N", "P", "S", "C", "P", "P", "O", "O", "O", "C", "C", "C", "C", "C", "I", "H", "H", "H", "H", "H", "H", "H", "H", "H", "H", "H", "H", "H", "H", "H", "H", "H", "H", "H", "H", "H", "H", "H", "C", "C", "C", "C", "C", "C", "N", "O", "C", "C", "C", "H", "H", "H", "H", "H", "H", "H", "H", "H", "H", "H", "H", "H", "H", "H", "H", "H", "H", "C", "C", "C", "C", "C", "C", "N", "O", "C", "C", "C", "H", "H", "H", "H", "H", "H", "H", "H", "H", "H", "H", "H", "H", "H", "H", "H", "H", "H"], "xyz": [[-1.267, -8.307, 2.175], [-2.031, -8.622, 0.879], [-3.254, -7.907, 0.787], [-3.269, -6.845, -0.133], [-2.788, -5.531, 0.493], [-3.913, -4.753, 0.897], [-3.850, -4.268, 2.214], [-2.680, -3.331, 2.414], [-1.704, -3.820, 3.131], [-0.630, -3.058, 3.330], [0.574, -3.890, 4.366], [0.464, -3.392, 6.208], [-0.480, -1.811, 2.882], [0.990, -0.736, 3.183], [2.261, -1.441, 1.564], [1.720, -0.766, 0.386], [2.163, -3.050, 1.449], [3.767, -1.035, 1.887], [-1.513, -1.246, 2.108], [-2.652, -2.038, 1.837], [-3.792, -1.556, 0.989], [-3.740, -1.971, -0.501], [-2.386, -1.958, -1.186], [-1.865, -0.008, -1.873], [-1.929, -7.813, 2.886], [-0.824, -9.199, 2.612], [-0.448, -7.611, 1.963], [-2.272, -9.685, 0.840], [-1.393, -8.414, 0.015], [-2.699, -7.078, -1.038], [-4.304, -6.685, -0.441], [-2.144, -4.962, -0.186], [-2.186, -5.795, 1.368], [-3.776, -5.095, 2.926], [-4.781, -3.741, 2.423], [0.216, -5.216, 4.109], [1.778, -3.635, 3.711], [1.552, -1.139, 4.414], [2.937, -3.443, 1.020], [4.307, -1.752, 2.247], [-1.415, -0.228, 1.740], [-4.748, -1.902, 1.385], [-3.810, -0.465, 1.050], [-4.376, -1.262, -1.032], [-4.184, -2.958, -0.641], [-1.560, -2.342, -0.589], [-2.440, -2.572, -2.082], [-2.134, 5.682, 2.344], [-1.520, 4.488, 3.094], [-0.540, 4.980, 4.161], [0.773, 5.504, 3.586], [1.413, 4.465, 2.671], [0.481, 3.966, 1.564], [-0.842, 3.544, 2.145], [-0.778, 2.359, 2.650], [0.298, 5.057, 0.493], [1.126, 2.787, 0.860], [-2.688, 3.772, 3.763], [-2.771, 5.338, 1.528], [-2.753, 6.256, 3.033], [-1.404, 6.374, 1.939], [-0.322, 4.159, 4.852], [-1.029, 5.760, 4.749], [0.608, 6.441, 3.048], [1.457, 5.740, 4.402], [2.313, 4.874, 2.208], [1.734, 3.611, 3.278], [-0.547, 4.826, -0.158], [1.193, 5.106, -0.127], [0.158, 6.054, 0.900], [1.390, 1.985, 1.546], [2.044, 3.117, 0.374], [0.469, 2.379, 0.102], [-3.373, 3.360, 3.020], [-3.238, 4.488, 4.373], [-2.359, 2.965, 4.413], [2.033, -0.126, -4.582], [2.531, 1.083, -3.773], [1.402, 2.097, -3.594], [1.080, 2.882, -4.865], [2.340, 3.538, -5.430], [3.485, 2.549, -5.657], [3.713, 1.727, -4.427], [4.411, 2.378, -3.563], [3.180, 1.661, -6.878], [4.765, 3.306, -5.995], [2.944, 0.533, -2.413], [2.854, -0.815, -4.786], [1.280, -0.659, -3.999], [1.563, 0.134, -5.525], [1.678, 2.807, -2.807], [0.512, 1.571, -3.242], [0.617, 2.230, -5.610], [0.341, 3.654, -4.638], [2.114, 4.036, -6.375], [2.672, 4.317, -4.737], [3.841, 0.794, -6.902], [3.345, 2.231, -7.791], [2.151, 1.314, -6.921], [5.023, 4.037, -5.232], [4.624, 3.839, -6.935], [5.605, 2.621, -6.111], [3.792, -0.149, -2.510], [2.106, -0.016, -1.982], [3.218, 1.320, -1.715]], "forces_ev_per_angstrom": [[0.1848, 0.4135, -0.4160], [0.2293, -0.2143, 0.2917], [-0.0927, -0.0344, -0.2318], [-0.1574, 0.4149, -0.0484], [0.2049, -0.4831, 0.1609], [-0.0396, 0.2539, -0.0599], [-0.0530, -0.2494, 0.1670], [-0.3662, -0.1014, -0.1090], [0.4743, 0.1739, 0.2315], [0.0669, -0.4086, -0.2855], [-0.0818, -0.0900, 1.6443], [0.0644, 0.0576, -0.3433], [-0.1504, 0.4238, -0.3338], [0.0281, 1.0463, 0.1732], [-0.4852, 0.4107, -1.0744], [-0.0232, -0.0709, 0.2051], [0.6608, 0.1317, 0.5730], [-0.2787, -0.6408, 0.1559], [-0.7918, -1.1327, -0.0316], [0.8255, 0.6896, 0.0171], [0.1671, 0.4730, -0.0420], [-0.0988, 0.0480, -0.1484], [-0.0618, -0.2352, -0.2205], [0.2178, 0.0792, 0.1797], [-0.0610, -0.2657, 0.1063], [-0.0962, -0.0127, 0.0891], [-0.0124, -0.0079, 0.0968], [-0.1304, 0.0271, 0.0389], [-0.1062, 0.0160, -0.0656], [0.1389, -0.0887, 0.0858], [0.0097, -0.1072, 0.0271], [-0.1905, 0.1413, -0.0849], [0.0399, 0.0490, -0.0201], [0.1458, 0.0506, 0.0472], [-0.0042, -0.0472, -0.1147], [-0.0276, 0.0872, -0.4944], [-0.1803, -0.0174, -0.3348], [-0.1246, -0.7250, -0.1703], [-0.1880, -0.1117, -0.1889], [0.1536, 0.2165, 0.1461], [0.0132, -0.0306, 0.0597], [0.1290, -0.0147, 0.0867], [0.1007, -0.0159, -0.0330], [-0.1425, -0.1394, 0.0401], [0.0899, 0.0027, 0.2378], [0.0089, 0.1329, 0.0887], [0.0446, 0.1169, -0.0285], [0.0974, 0.0355, -0.1353], [-0.8759, 0.7357, -0.2687], [0.3717, -0.1051, 0.0752], [-0.0546, -0.0182, -0.0612], [-0.0589, 0.0415, 0.3817], [0.1446, 0.5660, -0.8676], [1.0025, -0.2783, 1.3950], [-0.2968, -0.3002, -0.4946], [-0.1102, 0.0688, 0.0288], [0.1310, -0.3153, 0.1761], [0.0331, -0.2789, 0.0940], [0.0171, -0.0124, -0.0126], [-0.0267, -0.0748, 0.0566], [0.0094, -0.0261, 0.0035], [-0.0254, -0.0660, -0.0730], [-0.0815, -0.0165, -0.0185], [-0.0133, -0.0091, -0.0206], [0.0029, 0.0273, -0.0054], [-0.0082, -0.0330, -0.0746], [-0.0756, -0.0484, -0.0393], [-0.0038, -0.0030, 0.0169], [0.0167, -0.0920, 0.0252], [-0.0302, -0.0200, 0.0225], [-0.0871, -0.0185, 0.0439], [-0.0277, 0.0684, -0.0090], [-0.1548, -0.1404, -0.2129], [0.0139, 0.0128, -0.0194], [0.0120, 0.0634, -0.0305], [0.0393, -0.0184, -0.0582], [-0.0007, 0.0206, -0.1546], [-0.3610, -1.0523, -0.1413], [-0.0708, 0.4825, -0.1193], [0.0876, -0.0553, 0.0196], [-0.2219, 0.0672, 0.2927], [0.0611, -0.3186, -1.1095], [-0.5115, 1.2682, 0.7502], [0.4198, -0.2976, -0.0226], [-0.0878, -0.1142, 0.0495], [0.1431, 0.1446, 0.2311], [0.1054, 0.1128, 0.1617], [0.0182, 0.0173, -0.0135], [0.0376, 0.0311, 0.0868], [0.0273, 0.0239, -0.0018], [0.1144, -0.0386, 0.0021], [0.0280, -0.0891, 0.0327], [0.0239, -0.0161, -0.0095], [-0.0117, -0.0140, -0.0176], [0.0528, -0.0204, -0.0374], [0.0760, -0.0626, 0.0290], [0.0005, -0.0052, 0.0172], [0.0583, 0.0635, 0.0387], [0.0113, -0.0194, 0.0379], [0.0052, -0.0745, 0.0545], [-0.0547, -0.0428, -0.0332], [-0.0111, -0.0162, 0.0065], [0.0039, 0.0196, -0.0239], [-0.0091, 0.0108, -0.0536], [0.0514, 0.0186, -0.0600]], "spin_multiplicity": 3, "s_squared": 2.008, "lumo_energy_ev": [-4.7172, -4.7172], "charge": 1, "total_energy_ev": -99153.34822, "e_homo_ev": [-9.59, -10.60], "homo_lumo_gap_ev": [4.88, 5.88]}